Density functional theory data (ωB97M-V with the def2-TZVPD basis set) for C19H44CrN9 as an isolated structure.

The gap between HOMO and LUMO (alpha / beta) is 6.601 / 7.191 eV. The total energy comes out at -62214.554 eV. The spin multiplicity is 4. For the maximum force, the calculation gives 0.72 eV/Å. As for the total charge: +4.

Cartesian coordinates (Å):
Cr  0.77027  0.25265  0.77366
C  2.57578  -2.18631  2.17864
C  3.33137  -0.87419  2.30936
N  2.48330  0.33854  2.07956
C  2.01576  0.99488  3.32830
C  1.39038  2.32549  2.94261
N  0.42571  2.17862  1.79998
C  -0.98501  2.47359  2.21351
C  -1.61869  1.40887  3.09224
C  -1.84976  0.06735  2.41399
N  -0.56711  -0.65641  2.16166
C  -0.78450  -2.10216  1.84837
C  -0.29563  -2.42092  0.44849
N  1.01795  -1.76354  0.18705
C  2.18972  -2.51884  0.73849
H  1.72065  -2.21677  2.85582
H  3.25063  -2.97548  2.51553
H  4.14274  -0.86569  1.57901
H  3.79265  -0.81180  3.29610
H  3.11977  1.02746  1.67940
H  2.84836  1.17557  4.01174
H  1.31852  0.34508  3.85500
H  2.18389  3.01512  2.64766
H  0.89917  2.76847  3.80881
H  0.64843  2.93180  1.15209
H  -1.58787  2.61455  1.31212
H  -1.00391  3.42699  2.74544
H  -2.58815  1.79538  3.40978
H  -1.04140  1.27391  4.01325
H  -2.38946  0.18511  1.47093
H  -2.47392  -0.53814  3.07387
H  -0.09150  -0.63152  3.06168
H  -1.84284  -2.34921  1.91897
H  -0.27180  -2.72206  2.58141
H  -1.01072  -2.04699  -0.28581
H  -0.21942  -3.50325  0.32589
H  1.12369  -1.81857  -0.82196
H  3.05245  -2.31070  0.10046
H  1.98944  -3.58859  0.65392
N  0.70668  0.76666  -5.18666
C  0.60167  -0.10153  -3.94333
C  1.82066  0.06102  -3.03546
C  1.84060  1.34196  -2.17001
N  2.21415  1.00818  -0.75419
C  0.51376  2.10040  -2.17619
C  -0.70939  1.19488  -2.08279
N  -0.84906  0.61235  -0.70714
C  -0.71690  0.10787  -3.18595
H  1.53988  0.51690  -5.73076
H  0.76237  1.76718  -4.98974
H  -0.09363  0.61951  -5.81085
H  0.60685  -1.11744  -4.33704
H  2.74223  -0.01309  -3.61700
H  1.81031  -0.81306  -2.38349
H  2.60878  2.00966  -2.56407
H  2.60955  1.86423  -0.36406
H  3.00326  0.36018  -0.78772
H  0.43716  2.71361  -3.07699
H  0.50422  2.81756  -1.34995
H  -1.58438  1.82651  -2.24349
H  -1.63274  -0.09904  -0.76393
H  -1.27933  1.35670  -0.15442
H  -1.50970  0.32720  -3.90406
H  -0.99554  -0.84954  -2.74119
N  -5.07144  -2.07203  -1.01209
C  -5.26393  -0.98857  -1.81480
C  -4.08121  -0.30387  -1.78661
N  -3.17851  -0.96033  -0.97817
C  -3.81991  -2.02602  -0.52456
H  -5.75769  -2.78716  -0.81785
H  -6.18948  -0.77957  -2.32332
H  -3.84495  0.62093  -2.28803
H  -3.41331  -2.78054  0.12888

Density functional theory data (ωB97M-V with the def2-TZVPD basis set) for a 3-piece molecular cluster, C19H45N2O13P3 overall in a non-equilibrium geometry.

The gap between HOMO and LUMO is 10.268 eV. The total energy comes out at -77903.445 eV. Its SMILES is NCC[C@H]1C(=O)OC[C@]1(CN)P(=O)(O)O.CCOP(=O)(OCC)OCC.CCOP(=O)(OCC)OCC. For the maximum force, the calculation gives 4.95 eV/Å. As for the energy above the lowest of the compared OMol25 structures with the same formula, charge and spin: 0.0 kJ/mol. As for the total charge: 0.

Cartesian coordinates (Å):
N  3.93163  -4.64425  1.05781
C  3.80110  -5.31034  -0.24500
C  2.34555  -5.70650  -0.48769
C  1.45173  -4.44571  -0.51217
C  0.91101  -4.12552  -1.89662
O  1.45811  -3.54602  -2.78737
O  -0.36811  -4.56250  -1.98214
C  -0.88833  -4.65499  -0.66954
C  0.21767  -4.36641  0.41830
C  0.02115  -5.42135  1.50003
N  -1.30454  -5.34126  2.11946
P  -0.01442  -2.63929  0.99559
O  -1.14138  -1.98114  0.30940
O  -0.28892  -2.59728  2.56984
O  1.30110  -1.76266  0.77932
H  4.60061  -3.89052  1.03033
H  4.17339  -5.30615  1.77950
H  4.16333  -4.66007  -1.04030
H  4.41082  -6.21907  -0.24601
H  2.28223  -6.22946  -1.44480
H  2.07950  -6.40680  0.30142
H  2.15993  -3.63076  -0.37136
H  -1.86592  -4.21282  -0.50613
H  -1.09431  -5.73003  -0.54696
H  0.77099  -5.26240  2.28145
H  0.22508  -6.41870  1.09990
H  -1.42785  -6.17421  2.68345
H  -2.03705  -5.39850  1.41968
H  -1.16530  -2.20032  2.66439
H  1.60505  -1.37375  1.60866
C  0.02916  -0.58906  -2.80012
C  1.28543  -0.17342  -2.07162
O  2.18103  0.60766  -2.89008
P  1.76444  2.08259  -3.32783
O  1.72545  2.93678  -2.13135
O  3.08505  2.56431  -4.13802
C  3.81360  3.71766  -3.72934
C  4.91705  3.37179  -2.74836
O  0.95922  1.66670  -4.64013
C  0.17658  2.64352  -5.36340
C  0.99321  3.76596  -5.97158
H  -0.58637  0.27194  -3.07038
H  -0.57141  -1.24472  -2.16852
H  0.28279  -1.10958  -3.72328
H  1.04367  0.39082  -1.16747
H  1.84512  -1.05722  -1.77556
H  3.14856  4.47686  -3.31697
H  4.24744  4.14701  -4.63553
H  4.56148  2.68381  -1.98191
H  5.29829  4.27035  -2.26127
H  5.74554  2.87975  -3.26058
H  -0.59144  3.04792  -4.70026
H  -0.32993  2.08557  -6.14852
H  1.35581  4.45775  -5.20959
H  0.37070  4.33926  -6.65971
H  1.85824  3.37769  -6.50650
C  -3.07914  6.17685  4.58018
C  -2.32749  5.82563  3.31057
O  -1.98209  4.43685  3.21886
P  -3.12672  3.33671  3.01818
O  -3.73095  3.52887  1.69278
O  -2.25315  1.98465  2.89627
C  -2.32898  1.15845  1.73145
C  -1.29589  1.54465  0.69685
O  -3.45479  3.13802  4.56845
C  -4.59290  2.34584  4.97981
C  -4.49954  0.88220  4.59833
H  -4.05357  5.68784  4.61574
H  -3.24070  7.25379  4.63604
H  -2.52222  5.85260  5.45916
H  -2.90615  6.10760  2.42684
H  -1.38270  6.36545  3.27663
H  -3.33495  1.16561  1.31184
H  -2.14714  0.13238  2.05848
H  -1.24660  2.62450  0.55821
H  -1.51845  1.07937  -0.26352
H  -0.30230  1.22032  1.01174
H  -5.50358  2.78836  4.56998
H  -4.63954  2.44488  6.06257
H  -4.64431  0.73556  3.52691
H  -5.28149  0.32067  5.11109
H  -3.52716  0.46945  4.86198

- Which value of maximum force does entry 1 give?
  0.72 eV/Å